1.
Computed, not measured: C15H17BN4O5Tl as an isolated structure at a distorted geometry, with ωB97M-V/def2-TZVPD.

Results
- molecular weight (g mol⁻¹) = 548.52
- net charge = -1
- highest occupied orbital energy (Eh) = -0.2071

Last column: Löwdin charge in e.
Atoms and positions in Å:
Tl -0.84940 -0.15381 0.59576  0.967
O -4.69367 0.57154 -1.82468  0.075
C -3.50212 0.82055 -1.18060  -0.509
O -2.46462 0.27278 -1.59135  -0.096
C -3.47500 2.27057 -0.70209  -0.129
O -2.68559 2.46102 0.46049  -0.194
C -3.34708 2.25293 1.71770  -0.122
C -4.17609 0.96871 1.90447  -0.687
O -4.83904 0.85763 2.92434  0.003
O -4.07161 0.06842 0.99366  -0.095
H -4.66795 -0.35336 -2.09344  0.115
H -4.49225 2.64887 -0.55792  0.138
H -2.98063 2.83427 -1.49442  0.135
H -4.00221 3.10573 1.92642  0.122
H -2.55569 2.23970 2.46907  0.126
N 2.65534 -1.30831 -1.60076  0.123
C 2.36275 0.05313 -1.63486  -0.280
C 3.36495 0.86586 -2.19408  -0.022
C 3.16982 2.22682 -2.25140  -0.075
C 1.97626 2.75401 -1.77769  -0.067
C 1.04742 1.88276 -1.24890  -0.139
N 1.22927 0.56282 -1.16493  0.063
C 1.94305 -2.44626 -1.25461  -0.300
C 2.64886 -3.66257 -1.27001  -0.022
C 1.98660 -4.81861 -0.92616  -0.079
C 0.63084 -4.75827 -0.62273  -0.076
C 0.01808 -3.52262 -0.66990  -0.147
N 0.65566 -2.38929 -0.96292  0.083
H 3.60515 -1.50382 -1.85986  0.123
H 4.27989 0.41960 -2.56433  0.105
H 3.93484 2.86853 -2.66851  0.105
H 1.78164 3.81629 -1.81221  0.102
H 0.09966 2.24174 -0.85966  0.097
H 3.69699 -3.67949 -1.54308  0.105
H 2.51996 -5.75982 -0.89417  0.105
H 0.07365 -5.64661 -0.36265  0.099
H -1.04296 -3.41695 -0.46600  0.107
B 1.94938 0.70582 4.97093  -0.477
C 1.19369 0.76300 3.60004  -0.291
N 0.63099 0.81420 2.58838  -0.041
H 2.69130 1.66674 5.03071  -0.018
H 1.11449 0.73602 5.85431  -0.013
H 2.58538 -0.33025 5.01764  -0.018

2.
Computed, not measured: C15H17Br27FN2 as an isolated structure at a distorted geometry, with ωB97M-V/def2-TZVPD.

Results
- molecular weight (g mol⁻¹) = 2401.72
- net charge = +1
- highest occupied orbital energy (Eh) = -0.4143

Last column: Löwdin charge in e.
Atoms and positions in Å:
F 5.29273 2.69425 2.03399  -0.006
C 5.65654 3.20137 0.81697  -0.184
C 4.70117 2.69643 -0.25915  -0.090
N 3.28306 2.73518 0.18955  -0.082
C 2.82211 3.85426 0.70938  0.026
C 1.51562 3.87686 1.15077  0.038
C 0.81567 2.73135 1.00940  0.000
C 1.38321 1.61117 0.41548  -0.047
N 2.62780 1.61800 0.00555  0.161
H 6.66918 2.87371 0.58960  0.132
H 5.64258 4.29332 0.83129  0.120
H 4.96895 1.65588 -0.45349  0.015
H 4.83116 3.21844 -1.20694  0.137
H 3.44822 4.72523 0.78394  0.155
H 1.10009 4.76508 1.59706  0.141
H -0.21481 2.68224 1.35888  0.007
H 0.81598 0.70536 0.27582  0.060
C 5.06014 -1.88587 -1.20719  -1.609
Br 3.42185 -1.22940 -1.97144  0.576
Br 5.86237 -3.26716 -2.27010  0.626
Br 6.30655 -0.44985 -0.85823  0.640
H 4.80233 -2.32670 -0.25398  -0.035
C 5.53543 -6.84620 -0.53456  -1.640
Br 6.95180 -8.05973 -0.06461  0.594
Br 4.04309 -7.76893 -1.32322  0.589
Br 4.98907 -5.77140 0.96866  0.557
H 5.92547 -6.17110 -1.28258  -0.079
C -3.85904 3.68223 0.55459  -1.588
Br -4.53160 4.98081 1.79964  0.584
Br -3.06769 4.50656 -0.99568  0.590
Br -2.63083 2.45179 1.40049  0.567
H -4.70261 3.09589 0.21352  -0.053
C 2.22890 2.79939 -3.33120  -1.670
Br 0.67866 1.70150 -3.64592  0.592
Br 3.73362 2.25176 -4.40201  0.593
Br 1.83577 4.67193 -3.55589  0.587
H 2.50841 2.65816 -2.29742  -0.093
C -4.35217 1.10111 4.89454  -1.613
Br -5.86199 1.81882 3.94686  0.561
Br -3.53227 -0.35768 3.93044  0.551
Br -3.08478 2.48506 5.33646  0.566
H -4.71359 0.69470 5.82825  -0.027
C 3.97807 -11.39585 0.15529  -1.666
Br 5.43470 -12.56662 0.61603  0.574
Br 2.50016 -12.35997 -0.61515  0.575
Br 3.42402 -10.32553 1.65646  0.545
H 4.34363 -10.71465 -0.60067  -0.080
C -8.99518 2.40065 1.65497  -1.631
Br -10.71363 2.28901 0.79967  0.595
Br -7.59355 1.71503 0.52296  0.512
Br -8.60384 4.18758 2.25767  0.567
H -9.03320 1.76977 2.53203  -0.034
C -2.83207 -2.03208 0.07566  -1.617
Br -4.33972 -1.31028 -0.87203  0.581
Br -2.00982 -3.48390 -0.87744  0.610
Br -1.55686 -0.64677 0.50794  0.535
H -3.19721 -2.42895 1.01261  -0.031
C -8.04077 1.97748 -3.95073  -1.626
Br -8.71541 3.29581 -2.72083  0.562
Br -7.21866 2.79061 -5.48801  0.584
Br -6.84784 0.72542 -3.08912  0.525
H -8.88896 1.40944 -4.30489  -0.027

3.
Computed, not measured: C15H17Cl3N3O3PRhSi as an isolated structure, with ωB97M-V/def2-TZVPD.

Results
- molecular weight (g mol⁻¹) = 555.64
- net charge = +1
- highest occupied orbital energy (Eh) = -0.4418
- ΔE to the lowest compared entry with this formula, charge and spin (kcal/mol) = 15.4

Last column: Löwdin charge in e.
Atoms and positions in Å:
Rh -0.00634 0.25373 0.84901  0.650
O 0.85373 3.90729 -0.74218  0.128
C 0.37578 2.89610 -0.29322  -0.430
N 1.07150 1.85783 0.29613  -0.055
C 2.35676 2.14020 0.74539  -0.448
O 2.67751 3.11700 1.36040  0.161
C 3.46008 1.20473 0.26689  -0.145
C 4.75109 1.68433 0.34526  0.048
C 5.78753 0.97631 -0.23866  0.016
C 5.50298 -0.20021 -0.91328  -0.001
C 4.20357 -0.64824 -0.94099  -0.101
N 3.20087 0.02913 -0.34737  -0.080
C -1.10744 2.63331 -0.39361  -0.159
C -1.96272 3.59406 -0.89127  0.036
C -3.32643 3.34840 -0.85119  -0.010
C -3.78407 2.16260 -0.29407  -0.021
C -2.86278 1.24238 0.16995  -0.105
N -1.54927 1.46574 0.09520  0.003
H 4.90270 2.62650 0.84989  0.137
H 6.80156 1.34873 -0.18474  0.130
H 6.27125 -0.77727 -1.40588  0.127
H 3.93829 -1.57312 -1.43101  0.088
H -1.53921 4.51096 -1.27614  0.134
H -4.02640 4.08210 -1.22752  0.124
H -4.84047 1.95139 -0.21055  0.118
H -3.16444 0.31501 0.63660  0.088
C -3.61134 -2.70314 1.65432  -0.153
P -2.13207 -2.38436 0.69711  0.576
C -2.62053 -2.05654 -0.99898  -0.153
C -1.24049 -3.93384 0.61309  -0.170
O -1.37749 -1.25578 1.36898  -0.501
H -4.17085 -3.54205 1.24055  0.067
H -4.24529 -1.81671 1.66311  0.058
H -3.32111 -2.93074 2.67983  0.071
H -3.19280 -2.90975 -1.36687  0.071
H -3.23356 -1.15805 -1.08577  0.047
H -1.72902 -1.93494 -1.61315  0.040
H -1.91306 -4.70676 0.23858  0.069
H -0.88370 -4.21510 1.60385  0.074
H -0.39096 -3.84999 -0.06343  -0.001
Cl 1.57460 -0.62206 2.24634  0.197
Si 1.51625 -0.77558 -0.33882  -0.421
Cl 1.99650 -2.76728 -0.18194  0.376
Cl 0.98928 -0.58630 -2.32985  0.321

4.
Computed, not measured: C15H17ClN4O5S2 in the gas phase at a distorted geometry, with ωB97M-V/def2-TZVPD.

Results
- molecular weight (g mol⁻¹) = 432.91
- highest occupied orbital energy (Eh) = -0.3180

Last column: Löwdin charge in e.
Atoms and positions in Å:
O 0.65379 -4.22831 -0.76287  0.153
C 0.92994 -3.20459 -0.23551  -0.435
N 2.17467 -2.64629 -0.46691  0.084
C 3.31172 -3.14201 -0.85820  -0.691
N 3.54857 -4.40389 -1.22283  0.082
C 4.89269 -4.39381 -1.74264  -0.324
C 5.72454 -3.10068 -1.59432  -0.458
S 4.54610 -1.96491 -0.92631  0.980
C -0.10546 -2.25651 0.20947  -0.251
C -0.27831 -1.01072 -0.63472  -0.153
C -1.42165 -0.20625 -0.20319  -0.194
N -1.32510 0.21575 1.23854  -0.216
S -2.56254 1.27965 1.80701  0.671
O -2.35656 1.52261 3.21049  -0.304
O -3.87708 0.73315 1.58392  -0.286
C -2.36097 2.90554 1.01864  -0.239
C -3.33524 3.48750 0.14707  0.057
C -3.11010 4.62033 -0.60820  -0.177
N -4.04184 5.12155 -1.47415  -0.369
O -4.82898 4.34667 -2.01453  0.093
O -4.09944 6.31556 -1.66961  0.111
C -1.84813 5.24202 -0.39883  0.048
C -0.91439 4.68810 0.48389  -0.090
C -1.15015 3.52694 1.22980  -0.573
Cl 0.23542 3.07810 2.26890  0.699
C -1.07305 -0.94881 2.07793  -0.224
C 0.01203 -1.88086 1.68587  -0.127
H 2.20885 -1.68962 -0.19837  0.096
H 4.97820 -4.52617 -2.83908  0.108
H 5.46769 -5.21067 -1.33180  0.096
H 6.65023 -3.38290 -1.04825  0.092
H 5.84131 -2.71109 -2.65194  0.080
H -1.04218 -2.83711 0.21445  0.167
H 0.58895 -0.35952 -0.75162  0.128
H -0.49845 -1.36556 -1.68611  0.161
H -1.25270 0.76027 -0.70467  0.124
H -2.46729 -0.66372 -0.38131  0.162
H -4.39703 3.05666 0.03702  0.167
H -1.59852 6.11951 -0.90642  0.105
H 0.02986 5.26444 0.55643  0.121
H -2.02375 -1.38734 2.23257  0.117
H -0.76124 -0.56687 3.05686  0.128
H 0.97160 -1.41358 1.88178  0.121
H -0.03599 -2.78257 2.37174  0.160

What is the molecular weight in the second record? 2401.72 g mol⁻¹